1.
{
  "formula": "C12H17F7N3O5S2",
  "method": "ωB97M-V/def2-TZVPD",
  "elements": ["C", "C", "N", "C", "C", "C", "S", "S", "C", "C", "C", "N", "C", "O", "O", "C", "F", "F", "C", "F", "F", "C", "F", "F", "F", "H", "H", "H", "H", "H", "H", "H", "H", "H", "H", "H", "H", "H", "H", "H", "H", "H", "N", "O", "O", "O"],
  "xyz": [[2.935, 1.032, 1.870], [3.220, 1.992, 0.730], [2.222, 1.946, -0.349], [2.818, 1.944, -1.704], [2.165, 0.910, -2.620], [1.155, 2.772, -0.175], [0.688, 3.402, 1.270], [0.172, 3.282, -1.609], [-1.103, 2.006, -1.717], [-1.990, 1.906, -0.467], [-2.555, 0.489, -0.270], [-2.304, -0.119, 1.047], [-2.742, 0.724, 2.112], [-3.927, 0.947, 2.284], [-1.796, 1.240, 2.935], [-1.005, -0.675, 1.204], [-0.927, -1.245, 2.412], [0.005, 0.232, 1.132], [-0.664, -1.777, 0.166], [0.384, -2.447, 0.668], [-0.254, -1.223, -0.993], [-1.803, -2.818, -0.126], [-1.240, -4.010, -0.348], [-2.658, -2.908, 0.890], [-2.453, -2.442, -1.243], [3.832, 0.965, 2.474], [2.687, 0.046, 1.500], [2.137, 1.383, 2.503], [4.183, 1.703, 0.338], [3.345, 2.995, 1.119], [2.811, 2.926, -2.150], [3.855, 1.664, -1.636], [2.152, 1.239, -3.649], [2.764, 0.008, -2.589], [1.189, 0.630, -2.270], [-1.700, 2.248, -2.584], [-0.677, 1.033, -1.911], [-1.388, 2.233, 0.367], [-2.801, 2.611, -0.572], [-3.628, 0.554, -0.371], [-2.227, -0.164, -1.062], [-1.114, 1.704, 2.434], [-0.941, -7.237, 0.240], [0.307, -7.309, 0.242], [-1.571, -7.255, 1.321], [-1.560, -7.135, -0.843]],
  "forces_ev_per_a": [[0.063, 0.185, 0.036], [0.123, -0.944, 0.648], [0.533, 1.866, -0.448], [-0.277, -0.839, -0.559], [0.629, -0.151, 0.237], [-0.531, -0.468, 0.097], [0.081, 0.210, 0.344], [0.280, 0.105, -0.424], [-0.279, -0.390, 0.746], [0.263, -0.118, -0.619], [-0.791, 0.564, -0.072], [1.059, 0.715, -0.066], [-2.094, 0.378, 0.579], [2.029, -0.385, -0.398], [-0.666, -0.009, -0.052], [-0.724, -0.472, 0.037], [0.058, -0.142, 0.252], [0.355, 0.326, -0.138], [0.135, -0.538, 0.348], [0.083, 0.043, 0.044], [-0.005, 0.116, -0.242], [0.583, -0.797, -0.272], [-0.515, 0.780, 0.117], [0.186, -0.014, -0.359], [-0.181, -0.095, 0.352], [0.209, -0.115, 0.197], [-0.025, -0.256, -0.097], [-0.283, 0.036, 0.129], [0.144, -0.098, -0.508], [-0.274, 0.405, -0.018], [-0.244, 0.409, 0.019], [0.339, 0.012, 0.427], [-0.247, 0.180, -0.246], [0.055, -0.348, -0.020], [-0.404, 0.052, -0.107], [-0.011, 0.296, -0.322], [0.373, -0.163, -0.106], [-0.015, -0.020, 0.387], [-0.226, 0.259, 0.151], [-0.347, -0.188, 0.062], [0.137, -0.265, 0.013], [0.419, -0.185, -0.131], [-0.004, 0.090, 0.001], [-0.068, -0.006, -0.006], [0.038, -0.006, -0.071], [0.035, -0.016, 0.055]],
  "nbo_charge": [-0.61, -0.22, -0.43, -0.22, -0.61, -0.03, -0.12, 0.21, -0.52, -0.45, -0.24, -0.51, 0.90, -0.55, -0.69, 0.77, -0.30, -0.34, 0.55, -0.29, -0.32, 0.93, -0.27, -0.29, -0.32, 0.21, 0.22, 0.23, 0.20, 0.21, 0.20, 0.20, 0.22, 0.21, 0.22, 0.23, 0.21, 0.22, 0.22, 0.23, 0.23, 0.51, 0.70, -0.57, -0.57, -0.57],
  "multiplicity": 1,
  "total_charge": -1
}


2.
{
  "formula": "C3H11AgN4O3",
  "method": "ωB97M-V/def2-TZVPD",
  "elements": ["Ag", "C", "O", "H", "H", "H", "C", "O", "N", "N", "H", "H", "H", "H", "C", "O", "N", "N", "H", "H", "H", "H"],
  "xyz": [[0.821, 0.127, 0.587], [3.311, -0.520, -1.013], [2.062, 0.087, -1.241], [3.394, -0.913, 0.007], [3.444, -1.374, -1.705], [4.157, 0.149, -1.231], [-1.152, -1.806, 2.380], [-0.275, -1.654, 1.534], [-1.180, -1.061, 3.526], [-2.171, -2.707, 2.226], [-0.425, -0.421, 3.685], [-1.878, -1.159, 4.238], [-2.991, -2.563, 2.789], [-2.290, -3.163, 1.341], [-0.617, 2.010, -1.647], [-0.696, 1.763, -0.434], [-1.244, 3.117, -2.165], [0.128, 1.289, -2.524], [-1.930, 3.581, -1.603], [-1.130, 3.374, -3.126], [0.739, 0.578, -2.119], [-0.076, 1.267, -3.504]],
  "forces_ev_per_a": [[0.024, -0.005, -0.720], [-0.652, -0.199, -0.750], [0.335, -0.133, 0.933], [0.343, 0.005, -0.011], [0.061, -0.031, 0.190], [-0.053, 0.121, 0.261], [-0.242, 0.373, -0.149], [-0.014, -0.252, 0.199], [-0.045, -0.208, -0.194], [0.163, 0.313, 0.566], [0.037, 0.024, -0.050], [0.003, -0.099, -0.005], [-0.086, -0.216, -0.092], [0.145, 0.122, -0.136], [0.342, 0.079, -0.390], [-0.020, 0.048, -0.200], [-0.072, -0.303, 0.066], [-0.887, 0.284, 0.595], [0.009, 0.033, 0.043], [-0.043, 0.022, -0.019], [0.672, -0.194, -0.089], [-0.018, 0.215, -0.049]],
  "nbo_charge": [0.87, -0.22, -1.04, 0.13, 0.13, 0.13, 0.79, -0.71, -0.83, -0.83, 0.41, 0.39, 0.39, 0.41, 0.79, -0.75, -0.85, -0.84, 0.40, 0.39, 0.46, 0.38],
  "multiplicity": 1,
  "total_charge": 0,
  "de_lowest_kcal_mol": 0.0
}


3.
{
  "formula": "C5H10S",
  "method": "ωB97M-V/def2-TZVPD",
  "elements": ["C", "C", "C", "C", "C", "H", "H", "H", "H", "H", "H", "H", "H", "H", "H", "S"],
  "xyz": [[0.845, -0.201, 1.316], [0.013, 0.013, -0.029], [-0.548, 1.480, 0.094], [-0.981, -1.008, -0.261], [0.829, -0.402, -1.340], [1.238, -1.246, 1.679], [1.551, 0.702, 1.434], [0.183, -0.142, 2.086], [0.189, 2.340, 0.589], [-0.931, 1.727, -1.064], [-1.442, 1.414, 0.808], [-1.403, -1.660, 0.647], [-1.823, -0.704, -1.022], [0.106, -0.081, -2.274], [2.062, -0.113, -1.582], [0.111, -2.119, -1.081]],
  "forces_ev_per_a": [[2.007, -0.531, -1.394], [3.487, 2.581, 1.444], [-0.324, 0.939, -1.225], [-4.543, -3.061, 0.712], [0.090, 1.281, -2.121], [0.143, 1.768, -1.864], [-0.616, -1.878, -0.163], [-2.425, 1.017, 2.198], [-1.745, -2.425, -1.755], [0.890, -0.024, 3.302], [1.042, 0.267, -1.169], [0.340, 2.118, -1.643], [1.335, -0.334, 1.705], [2.258, -0.160, 2.044], [-3.852, -1.108, 0.974], [1.912, -0.452, -1.044]],
  "nbo_charge": [-0.62, -0.11, -0.62, -0.55, -0.51, 0.23, 0.22, 0.20, 0.23, 0.22, 0.22, 0.23, 0.22, 0.21, 0.25, 0.18],
  "multiplicity": 1,
  "total_charge": 0,
  "de_lowest_kcal_mol": 79.5
}


| no. | frontier orbital gap (eV) | LUMO level (hartree) | HOMO level (eV) |
| --- | --- | --- | --- |
| 1 | 5.25 | 0.0439 | -4.1 |
| 2 | 7.50 | 0.0090 | -7.3 |
| 3 | 9.23 | 0.0310 | -8.4 |